C15H20N4O3S2 | ωB97M-V/def2-TZVPD

The geometry in ORCA input format:
```
! wB97M-V def2-TZVPD RIJCOSX def2/J DEFGRID3
* xyz 0 1
C 3.711 0.385 0.729
C 3.708 -0.061 2.188
C 2.324 -0.443 2.714
C 1.667 -1.604 1.968
N 1.118 -1.167 0.707
C 1.272 -1.824 -0.447
O 1.824 -2.899 -0.571
C 0.698 -1.043 -1.642
N -0.578 -0.420 -1.278
S -0.578 1.249 -1.395
O 0.620 1.716 -0.762
O -0.873 1.717 -2.721
C -1.975 1.649 -0.348
C -3.077 2.292 -0.836
C -4.164 2.624 -0.001
C -4.159 2.324 1.335
C -3.036 1.668 1.866
N -2.822 1.290 3.128
S -1.388 0.586 3.222
N -0.951 0.712 1.682
C -1.926 1.323 1.012
H -4.982 2.577 1.983
H -5.013 3.131 -0.434
H -3.093 2.548 -1.884
C -1.629 -1.058 -2.053
C -0.950 -1.483 -3.354
H -0.859 -0.613 -4.005
C 0.428 -1.929 -2.867
H 0.417 -2.972 -2.545
H 1.198 -1.814 -3.626
H -1.492 -2.270 -3.873
H -1.991 -1.926 -1.494
H -2.446 -0.352 -2.201
H 1.415 -0.244 -1.864
H 0.627 -0.282 0.700
H 2.386 -2.398 1.754
H 0.862 -2.024 2.587
H 2.417 -0.719 3.768
H 1.663 0.424 2.649
H 4.091 0.752 2.811
H 4.384 -0.911 2.306
H 2.924 1.112 0.539
H 4.668 0.840 0.483
H 3.562 -0.463 0.067
*
```

Results
HOMO in eV: -9.119
Energy relative to the best compared isomer or geometry (same formula, charge and spin) in kJ/mol: 197.8
M in g/mol: 368.48
HOMO-LUMO gap in eV: 7.7
Largest force on an atom in eV Å⁻¹: 1.343
Total energy in a.u.: -1824.72055

=====

C15H21Cl2N3S3V | ωB97M-V/def2-TZVPD

The geometry in ORCA input format:
```
! wB97M-V def2-TZVPD RIJCOSX def2/J DEFGRID3
* xyz -1 3
V -0.234 1.017 0.824
C -3.061 0.886 -2.504
C -2.216 1.227 -1.353
S -0.953 0.016 -1.020
C -2.439 2.457 -0.700
C -3.606 3.280 -1.091
S -1.385 2.975 0.561
H -2.678 0.022 -3.035
H -3.065 1.758 -3.225
H -4.081 0.708 -2.244
H -3.464 4.322 -0.828
H -4.551 2.960 -0.664
H -3.765 3.208 -2.170
C 2.710 1.070 -3.179
C 3.640 1.042 -1.978
N 2.990 1.654 -0.834
C 2.285 1.034 0.131
S 1.792 2.034 1.446
N 2.152 -0.334 0.296
C 2.372 -1.471 -0.638
C 3.679 -2.141 -0.304
H 2.266 2.049 -3.293
H 1.907 0.383 -3.003
H 3.224 0.664 -4.069
H 4.554 1.640 -2.237
H 3.937 0.018 -1.770
H 3.136 2.631 -0.692
H 1.956 -0.548 1.300
H 2.360 -1.141 -1.721
H 1.507 -2.161 -0.486
H 4.532 -1.435 -0.479
H 3.763 -2.955 -1.052
H 3.777 -2.534 0.701
Cl -3.526 0.337 2.280
C -2.653 -0.950 2.888
C -3.348 -1.972 3.486
C -2.668 -3.130 3.839
C -1.291 -3.278 3.681
C -0.604 -2.224 3.068
Cl 1.112 -2.377 3.018
C -1.243 -1.000 2.596
N -0.538 0.022 2.161
H -4.406 -1.763 3.696
H -3.146 -3.877 4.448
H -0.733 -4.126 4.151
*
```

Results
HOMO (alpha / beta) in eV: -2.979 / -3.201
Energy relative to the best compared isomer or geometry (same formula, charge and spin) in kJ/mol: 0.0
M in g/mol: 461.40
HOMO-LUMO gap (alpha / beta) in eV: 5.5 / 5.7
Largest force on an atom in eV Å⁻¹: 3.760
Total energy in a.u.: -3807.44697

=====

C15H21ClI3N2O2 | ωB97M-V/def2-TZVPD

The geometry in ORCA input format:
```
! wB97M-V def2-TZVPD RIJCOSX def2/J DEFGRID3
* xyz 1 1
C -2.862 2.348 1.038
C -3.499 1.018 1.271
O -4.621 0.747 0.996
O -2.650 0.134 1.840
C -3.089 -1.232 1.810
C -1.850 -2.109 1.735
C -1.333 -2.277 0.299
C -0.242 -1.339 -0.142
C 0.504 -0.564 0.752
N 1.461 0.230 0.305
C 2.286 1.065 1.226
I 1.031 2.063 2.656
C 3.470 0.255 1.752
C 3.116 -1.023 2.517
I 4.674 1.526 3.036
N 1.815 0.366 -0.956
C 1.154 -0.313 -1.873
C 1.576 -0.100 -3.285
C 0.981 1.184 -3.900
C -0.454 1.478 -3.503
I 2.202 2.881 -3.353
C 0.112 -1.186 -1.488
Cl -0.737 -2.067 -2.681
H -2.192 2.563 1.866
H -3.626 3.112 0.999
H -2.278 2.332 0.123
H -3.723 -1.419 0.950
H -3.647 -1.463 2.712
H -2.142 -3.095 2.091
H -1.098 -1.757 2.434
H -2.158 -2.132 -0.393
H -0.992 -3.299 0.141
H 0.290 -0.618 1.801
H 2.674 1.872 0.620
H 4.156 0.047 0.940
H 3.215 -1.877 1.847
H 2.116 -1.011 2.938
H 3.811 -1.200 3.327
H 2.660 -0.049 -3.320
H 1.289 -0.948 -3.897
H 1.049 1.121 -4.978
H -0.579 1.565 -2.426
H -0.738 2.442 -3.914
H -1.133 0.732 -3.911
*
```

Results
HOMO in eV: -12.160
M in g/mol: 677.51
HOMO-LUMO gap in eV: 7.4
Largest force on an atom in eV Å⁻¹: 1.240
Total energy in a.u.: -2197.19411

=====

C15H21FN2O2 | ωB97M-V/def2-TZVPD

The geometry in ORCA input format:
```
! wB97M-V def2-TZVPD RIJCOSX def2/J DEFGRID3
* xyz 0 1
C 3.442 -3.722 -0.890
C 2.372 -2.680 -1.553
C 2.085 -1.416 -0.795
N 1.210 -0.651 -1.432
C 0.123 -1.303 -1.543
H -0.699 -0.901 -1.946
C 0.334 -2.868 -2.156
C -1.035 -3.575 -2.485
H -0.811 -4.526 -3.029
H -1.831 -3.032 -2.833
H -1.495 -4.016 -1.450
O 1.219 -3.577 -1.880
H 0.677 -2.318 -3.333
H -0.483 -1.778 -0.490
C 1.110 0.685 -1.014
C 0.682 0.620 0.639
O 0.478 -0.151 1.394
N 0.653 1.961 1.060
H 0.612 2.841 0.282
C 0.087 2.270 2.377
C -1.226 2.960 2.165
C -2.366 1.905 1.934
C -3.711 2.536 1.797
C -3.858 3.789 2.167
C -2.901 4.871 2.168
C -1.571 4.343 2.539
H -0.544 5.008 2.879
H -3.148 5.824 2.566
F -5.020 4.339 2.052
H -4.434 1.981 1.610
H -2.225 1.068 1.611
H 0.877 3.149 2.653
H 0.085 1.446 2.909
H 2.161 1.161 -0.998
H 0.411 1.146 -1.510
H 2.971 -1.005 -0.822
H 1.971 -1.672 0.095
H 2.710 -2.669 -2.427
H 3.130 -4.021 0.011
H 3.515 -4.807 -1.589
H 4.443 -3.213 -0.734
*
```

Results
HOMO in eV: -7.485
Energy relative to the best compared isomer or geometry (same formula, charge and spin) in kJ/mol: 1459.8
M in g/mol: 280.34
HOMO-LUMO gap in eV: 7.6
Largest force on an atom in eV Å⁻¹: 18.748
Total energy in a.u.: -943.49753

=====

C15H21N2O2RuSSi | ωB97M-V/def2-TZVPD

The geometry in ORCA input format:
```
! wB97M-V def2-TZVPD RIJCOSX def2/J DEFGRID3
* xyz 0 2
Ru -0.265 0.763 0.076
S -2.452 0.653 4.002
C -3.349 -0.327 2.920
C -2.789 -0.384 1.679
C -1.598 0.391 1.547
C -1.313 1.005 2.754
C -0.102 1.771 2.900
C 0.319 2.416 4.067
C 1.513 3.102 4.071
C 2.285 3.149 2.912
C 1.806 2.496 1.797
N 0.653 1.827 1.775
H -4.249 -0.817 3.257
H -3.216 -0.977 0.883
H -0.293 2.365 4.957
H 1.847 3.599 4.973
H 3.230 3.669 2.875
H 2.374 2.500 0.873
N 1.304 1.034 -1.478
C 1.969 -0.284 -1.521
C 1.769 -1.133 -0.267
O 2.524 -2.046 -0.041
O 0.715 -0.855 0.478
H 0.904 1.243 -2.386
H 1.973 1.767 -1.280
H 3.040 -0.210 -1.709
H 1.537 -0.861 -2.340
C -1.159 2.895 -3.216
Si -2.070 2.191 -1.724
C -3.922 2.386 -1.951
C -1.554 3.229 -0.216
C -1.627 0.405 -1.393
H -1.633 3.821 -3.547
H -1.172 2.202 -4.059
H -0.118 3.141 -2.989
H -4.195 3.415 -2.195
H -4.441 2.107 -1.031
H -4.288 1.737 -2.748
H -1.993 4.225 -0.315
H -0.472 3.378 -0.131
H -1.921 2.820 0.729
H -1.240 -0.080 -2.298
H -2.522 -0.136 -1.079
*
```

Results
HOMO (alpha / beta) in eV: -7.818 / -7.694
Energy relative to the best compared isomer or geometry (same formula, charge and spin) in kJ/mol: 0.0
M in g/mol: 422.57
HOMO-LUMO gap (alpha / beta) in eV: 7.8 / 7.4
Largest force on an atom in eV Å⁻¹: 0.475
Total energy in a.u.: -1626.75593

=====

C15H21N3O3S | ωB97M-V/def2-TZVPD

The geometry in ORCA input format:
```
! wB97M-V def2-TZVPD RIJCOSX def2/J DEFGRID3
* xyz 0 1
C 1.958 3.653 -4.040
O 1.814 2.617 -3.107
C 0.742 1.753 -3.398
C 0.686 0.661 -2.336
C 1.941 -0.211 -2.372
N 1.878 -1.282 -1.403
C 2.696 -1.363 -0.337
O 3.591 -0.574 -0.107
C 2.388 -2.519 0.603
C 1.525 -1.975 1.742
O 0.421 -2.407 1.994
N 2.145 -0.973 2.412
N 1.733 -0.369 3.569
C 0.519 -0.061 3.785
C -0.651 -0.097 2.913
C -0.567 0.237 1.559
C -1.691 0.226 0.766
C -2.927 -0.137 1.299
S -4.287 -0.144 0.176
C -5.669 -0.791 1.159
C -3.026 -0.453 2.648
C -1.899 -0.414 3.444
H 2.808 4.249 -3.716
H 1.061 4.285 -4.077
H 2.150 3.260 -5.047
H -0.205 2.316 -3.407
H 0.878 1.305 -4.397
H -0.201 0.047 -2.508
H 0.606 1.133 -1.356
H 2.068 -0.639 -3.372
H 2.816 0.394 -2.129
H 1.104 -1.924 -1.478
H 3.325 -2.902 1.010
H 1.845 -3.324 0.111
H 3.113 -0.768 2.188
H 0.348 0.303 4.793
H 0.383 0.528 1.134
H -1.632 0.492 -0.278
H -5.916 -0.099 1.958
H -6.505 -0.872 0.471
H -5.415 -1.773 1.549
H -3.971 -0.725 3.089
H -1.981 -0.663 4.492
*
```

Results
HOMO in eV: -7.946
Energy relative to the best compared isomer or geometry (same formula, charge and spin) in kJ/mol: 210.6
M in g/mol: 323.42
HOMO-LUMO gap in eV: 8.6
Largest force on an atom in eV Å⁻¹: 0.803
Total energy in a.u.: -1372.33779
SMILES: COCCCNC(=O)CC(=O)N/N=C\c1ccc(SC)cc1

=====

C15H21N3O3S | ωB97M-V/def2-TZVPD

The geometry in ORCA input format:
```
! wB97M-V def2-TZVPD RIJCOSX def2/J DEFGRID3
* xyz 0 1
O -0.402 -2.453 -2.460
O 1.281 -0.692 1.538
N -0.033 -1.937 -1.400
O -1.118 1.734 -1.878
S -2.952 -0.529 3.308
C -2.645 -1.646 4.633
C -1.499 -2.347 4.451
C -0.778 -1.952 3.219
C -1.394 -0.891 2.547
C -0.894 -0.205 1.319
N -0.858 0.851 -0.791
N 0.338 -0.242 0.872
C -2.236 1.930 0.966
C -2.925 -0.329 -0.148
C 3.324 1.081 -2.159
C 3.122 -0.418 -2.498
C 2.046 1.915 -1.859
C 2.267 -1.182 -1.509
C 1.474 1.550 -0.478
C 0.803 -0.745 -1.535
C -1.767 0.581 0.340
C 0.486 0.345 -0.475
H -1.846 1.385 -2.435
H -3.293 -1.742 5.484
H -1.159 -3.093 5.132
H 0.143 -2.449 2.895
H -2.494 2.690 0.213
H -1.426 2.354 1.590
H -3.097 1.775 1.625
H -2.601 -1.294 -0.471
H -3.410 0.163 -0.998
H -3.609 -0.451 0.689
H 3.806 1.503 -3.025
H 4.067 1.170 -1.355
H 2.642 -0.477 -3.517
H 4.142 -0.855 -2.642
H 1.322 1.776 -2.659
H 2.347 2.960 -1.865
H 2.371 -2.253 -1.726
H 2.692 -1.033 -0.502
H 0.906 2.423 -0.136
H 2.273 1.375 0.222
H 0.586 -0.347 -2.517
*
```

Results
HOMO in eV: -7.997
Energy relative to the best compared isomer or geometry (same formula, charge and spin) in kJ/mol: 801.8
M in g/mol: 323.42
HOMO-LUMO gap in eV: 7.8
Largest force on an atom in eV Å⁻¹: 2.958
Total energy in a.u.: -1372.11264

=====

C15H21NO6S | ωB97M-V/def2-TZVPD

The geometry in ORCA input format:
```
! wB97M-V def2-TZVPD RIJCOSX def2/J DEFGRID3
* xyz 0 1
C -3.285 -0.320 2.702
C -4.432 0.177 1.908
O -4.312 0.221 0.366
C -4.509 -0.729 -0.241
O -4.908 -1.870 0.193
C -4.108 -0.248 -1.854
O -3.377 0.930 -1.937
C -2.081 0.917 -1.224
C -1.549 2.411 -1.218
C -0.372 2.478 -0.725
C 0.353 1.126 -0.099
S 1.868 1.518 0.895
O 2.046 3.015 1.277
O 2.154 0.544 1.833
N 3.001 1.596 -0.508
C 2.955 0.822 -1.497
C 3.371 -0.564 -1.469
C 4.659 -0.839 -0.300
C 4.360 -2.063 0.315
C 2.837 -2.243 0.556
O 2.277 -1.465 -0.740
C -0.253 0.157 0.078
C -1.511 -0.126 -0.705
H -3.208 -1.233 2.483
H -3.624 -0.432 3.714
H -2.553 0.218 2.473
H -4.729 1.253 2.268
H -5.350 -0.564 1.993
H -3.711 -1.003 -2.106
H -4.935 -0.142 -2.114
H -2.007 3.072 -1.717
H 0.221 3.362 -0.338
H 3.040 2.662 -0.527
H 3.574 1.139 -2.149
H 1.969 0.683 -2.138
H 3.629 -1.025 -2.155
H 5.533 -0.980 -0.823
H 4.484 -0.145 0.469
H 4.740 -2.381 1.417
H 4.617 -3.152 -0.348
H 2.360 -3.087 0.385
H 2.542 -1.667 1.437
H 0.259 -0.907 0.592
H -2.033 -1.116 -0.421
*
```

Results
HOMO in eV: -9.262
Energy relative to the best compared isomer or geometry (same formula, charge and spin) in kJ/mol: 1800.1
M in g/mol: 343.40
HOMO-LUMO gap in eV: 9.8
Largest force on an atom in eV Å⁻¹: 19.934
Total energy in a.u.: -1487.89569
SMILES: CCOC(=O)COc1ccc(S(=O)(=O)NC[C@H]2CCCO2)cc1

=====

C15H22AlF7N4O2 | ωB97M-V/def2-TZVPD

The geometry in ORCA input format:
```
! wB97M-V def2-TZVPD RIJCOSX def2/J DEFGRID3
* xyz 0 1
C 1.150 -2.352 3.100
C 0.538 -3.094 2.197
C -0.012 -3.749 0.832
C -1.570 -3.407 0.597
C -1.897 -1.808 0.563
N -0.909 -1.020 -0.235
C -0.761 -1.587 -1.616
N 0.212 -0.635 -2.143
C 0.586 0.416 -1.160
N 1.420 1.473 -1.306
C 1.741 2.547 -0.330
C 3.185 2.207 0.371
C 3.562 3.454 1.326
C 3.262 0.758 1.060
C 2.082 1.510 -2.661
F 1.106 1.673 -3.725
F 3.008 2.581 -2.819
F 2.866 0.306 -2.902
N -0.150 0.069 0.037
C -0.262 0.597 1.414
C -1.616 1.530 1.456
C -1.783 2.413 0.087
O -1.474 3.644 0.108
O -2.255 1.856 -1.159
H 1.701 -1.757 3.906
H 0.053 -4.903 0.980
H 0.669 -3.530 -0.085
H -1.872 -3.913 -0.405
H -2.189 -3.967 1.410
H -2.919 -1.720 -0.008
H -2.102 -1.431 1.626
H -1.273 -2.503 -2.081
H 0.915 2.795 0.437
H 1.926 3.581 -0.843
H 3.966 2.206 -0.497
H 3.406 3.220 2.440
H 4.680 3.714 1.131
H 2.974 4.405 0.993
H 2.792 0.857 2.122
H 2.729 -0.091 0.501
H 4.368 0.434 1.189
H -0.437 -0.212 2.237
H 0.674 1.179 1.794
H -1.579 2.307 2.305
H -2.528 0.819 1.594
H -3.224 1.639 -1.025
F -5.766 -4.098 -2.518
Al -4.946 -2.520 -2.534
F -3.317 -2.701 -3.241
F -4.797 -1.906 -0.864
F -5.892 -1.370 -3.507
*
```

Results
HOMO in eV: -10.322
Energy relative to the best compared isomer or geometry (same formula, charge and spin) in kJ/mol: 823.3
M in g/mol: 450.34
HOMO-LUMO gap in eV: 9.3
Largest force on an atom in eV Å⁻¹: 9.576
Total energy in a.u.: -1895.71199

=====

C15H22B3Cl36NO3 | ωB97M-V/def2-TZVPD

The geometry in ORCA input format:
```
! wB97M-V def2-TZVPD RIJCOSX def2/J DEFGRID3
* xyz 0 1
N 5.812 2.524 0.016
C 6.478 3.834 0.169
C 5.586 4.914 0.773
C 4.662 5.560 -0.285
B 3.151 5.229 -0.106
O 2.579 4.872 1.112
B 1.897 3.685 1.035
O 1.268 3.307 -0.132
B 1.823 3.821 -1.289
O 2.328 5.095 -1.225
H 5.222 2.566 -0.808
H 5.170 2.397 0.791
H 7.350 3.705 0.805
H 6.806 4.138 -0.818
H 6.217 5.683 1.214
H 4.998 4.467 1.572
H 4.831 6.632 -0.363
H 4.904 5.151 -1.267
H 1.842 2.930 1.950
H 1.949 3.140 -2.255
C 9.080 1.611 -1.244
Cl 9.876 1.553 0.327
Cl 9.176 3.234 -1.933
Cl 9.763 0.416 -2.345
H 8.032 1.381 -1.093
C 1.281 -0.176 0.388
Cl 3.057 -0.096 0.364
Cl 0.726 -1.051 -1.038
Cl 0.678 -0.904 1.870
H 0.908 0.838 0.337
C 3.138 -4.655 2.542
Cl 4.018 -4.857 4.060
Cl 1.409 -4.925 2.804
Cl 3.416 -3.064 1.859
H 3.500 -5.398 1.843
C -1.772 -2.555 -4.027
Cl -0.131 -3.111 -3.716
Cl -2.610 -3.636 -5.140
Cl -2.666 -2.407 -2.514
H -1.721 -1.575 -4.480
C 0.505 1.017 5.706
Cl -0.633 -0.240 5.217
Cl 1.423 0.520 7.126
Cl 1.591 1.403 4.373
H -0.061 1.902 5.959
C -4.753 0.753 -1.422
Cl -4.319 -0.509 -0.266
Cl -3.350 1.252 -2.375
Cl -6.065 0.227 -2.469
H -5.088 1.613 -0.860
C -5.818 -4.181 -2.674
Cl -6.424 -3.162 -1.368
Cl -6.036 -5.890 -2.302
Cl -6.594 -3.762 -4.202
H -4.759 -3.993 -2.779
C -0.466 -3.705 7.098
Cl -1.728 -3.684 5.861
Cl 1.129 -3.791 6.355
Cl -0.598 -2.301 8.155
H -0.608 -4.592 7.698
C 6.361 -4.326 -0.481
Cl 6.999 -2.687 -0.593
Cl 6.376 -4.890 1.192
Cl 4.740 -4.416 -1.173
H 7.004 -4.978 -1.055
C -10.195 1.736 -2.190
Cl -11.445 1.853 -3.431
Cl -9.672 0.067 -1.987
Cl -8.839 2.795 -2.573
H -10.625 2.070 -1.256
C -0.127 -6.663 -0.425
Cl 1.468 -6.716 -1.180
Cl -1.235 -5.671 -1.367
Cl -0.767 -8.288 -0.187
H -0.011 -6.203 0.544
C -14.220 4.563 -3.342
Cl -13.877 4.332 -1.629
Cl -15.906 4.199 -3.702
Cl -13.803 6.197 -3.853
H -13.602 3.872 -3.898
*
```

Results
HOMO in eV: -9.915
Energy relative to the best compared isomer or geometry (same formula, charge and spin) in kJ/mol: 18.7
M in g/mol: 1573.09
HOMO-LUMO gap in eV: 10.1
Largest force on an atom in eV Å⁻¹: 1.026
Total energy in a.u.: -17506.90119

=====

> Which of these has the highest total energy?

C15H21FN2O2